{"formula": "C21H23IN5O2S4SbW", "method": "ωB97M-V/def2-TZVPD", "homo_lumo_gap_ev": [4.64, 5.49], "total_charge": -2, "e_tot_ev": -93497.119, "spin_multiplicity": 3, "e_homo_ha": [-0.0177, -0.0596], "s_squared": 2.03, "symbols": ["W", "C", "C", "C", "C", "N", "C", "C", "C", "C", "C", "C", "N", "H", "H", "H", "H", "H", "H", "H", "H", "S", "Sb", "S", "S", "S", "C", "C", "C", "C", "C", "N", "H", "H", "H", "H", "H", "H", "H", "H", "H", "C", "H", "H", "I", "C", "C", "C", "C", "C", "N", "H", "H", "H", "H", "O", "N", "O"], "coordinates": [[0.13170, 0.20797, -0.54940], [-1.04128, -0.93870, 3.73176], [-2.33183, -1.48593, 3.62851], [-2.81624, -1.78095, 2.39108], [-2.04834, -1.50083, 1.23150], [-0.80424, -0.93576, 1.32571], [-0.34212, -0.69874, 2.57824], [-2.49955, -1.78961, -0.06704], [-3.66458, -2.55045, -0.36791], [-4.00332, -2.80704, -1.65937], [-3.17499, -2.30754, -2.70216], [-2.06606, -1.59079, -2.34254], [-1.71156, -1.31956, -1.07715], [-0.55953, -0.70147, 4.66976], [-2.92941, -1.68075, 4.51205], [-3.79925, -2.21605, 2.27663], [0.66059, -0.31854, 2.66810], [-4.26020, -2.95663, 0.43823], [-4.87719, -3.40760, -1.88492], [-3.39883, -2.47143, -3.74665], [-1.40687, -1.19874, -3.10567], [5.40970, 0.75560, 3.16223], [3.27944, 1.41703, 3.65712], [2.03691, 0.78752, 1.12758], [1.24992, 2.71221, 1.18229], [2.37471, -0.02123, 5.18770], [2.87651, -4.18608, -0.34920], [3.31163, -2.89595, 0.35046], [4.49273, -2.23042, -0.37793], [3.69692, -3.15491, 1.81217], [2.21828, -1.90454, 0.30629], [1.36009, -1.45158, -0.43522], [3.70669, -4.89699, -0.31661], [2.61266, -4.00531, -1.39331], [2.01696, -4.63498, 0.15129], [5.37646, -2.86220, -0.26023], [4.70492, -1.24630, 0.04396], [4.27874, -2.10149, -1.44103], [4.57229, -3.80813, 1.84485], [2.87845, -3.63571, 2.35183], [3.93273, -2.22098, 2.32776], [0.80447, -1.55020, -1.77293], [0.20698, -2.45149, -1.83702], [1.60822, -1.51496, -2.50127], [2.35844, 1.21191, -2.11005], [-0.94937, 0.99906, -2.29744], [-0.58671, 1.36496, -3.58878], [-1.55026, 1.86736, -4.45050], [-2.85580, 2.00734, -4.01282], [-3.13288, 1.62698, -2.70761], [-2.21909, 1.13865, -1.88037], [0.43492, 1.26280, -3.91286], [-1.27163, 2.15868, -5.45818], [-3.63547, 2.40024, -4.65445], [-4.13963, 1.71760, -2.30740], [-0.28659, 3.24485, -0.81924], [0.05536, 2.25971, -0.09496], [-0.93679, 1.48657, 0.52638]], "atomic_forces_ev_per_a": [[0.068, -1.794, 0.636], [-0.005, -0.083, 0.016], [0.047, 0.000, 0.081], [0.003, -0.053, -0.068], [0.006, -0.145, 0.075], [0.283, 0.475, 0.387], [-0.052, -0.181, -0.135], [-0.303, -0.046, -0.126], [0.071, 0.038, 0.011], [-0.046, -0.060, -0.057], [0.049, 0.008, 0.132], [-0.062, -0.175, -0.092], [0.363, 0.518, 0.145], [-0.019, -0.023, 0.015], [0.005, 0.008, -0.004], [-0.004, 0.051, -0.003], [0.009, 0.144, -0.056], [-0.008, 0.047, -0.006], [-0.015, 0.032, -0.005], [0.013, -0.027, 0.000], [-0.005, -0.025, -0.004], [0.018, -0.080, -0.022], [0.265, 0.022, 0.421], [-0.571, 0.270, -0.588], [0.184, -0.204, -0.216], [-0.050, -0.039, 0.003], [0.063, -0.069, -0.061], [0.152, -0.028, 0.059], [-0.025, 0.039, -0.087], [-0.097, 0.009, 0.038], [0.024, 0.228, 0.324], [0.255, -0.495, -0.557], [-0.037, -0.023, -0.021], [0.014, 0.023, 0.032], [0.006, 0.007, 0.018], [-0.009, 0.011, -0.018], [0.017, -0.036, 0.059], [-0.010, 0.000, 0.021], [-0.009, 0.001, 0.010], [0.007, 0.002, -0.006], [0.049, -0.018, -0.038], [0.650, -0.263, 0.180], [-0.187, 0.077, -0.113], [-0.106, 0.163, -0.165], [0.122, -0.033, 0.065], [-0.244, 0.368, 0.442], [-0.178, -0.076, -0.175], [0.083, -0.023, -0.041], [-0.033, 0.002, 0.026], [0.097, -0.010, 0.002], [-0.177, 0.418, -0.487], [-0.003, 0.008, -0.068], [-0.010, -0.015, -0.003], [0.000, 0.007, 0.005], [-0.005, 0.002, 0.003], [-0.122, -0.110, 0.063], [-0.432, 0.802, 0.445], [-0.099, 0.358, -0.490]], "mulliken_spin": [0.072, 0.149, 0.010, 0.052, 0.088, 0.152, -0.035, 0.154, -0.030, 0.073, 0.151, -0.072, 0.185, 0.002, 0.003, 0.025, -0.015, 0.022, 0.010, 0.014, 0.021, -0.001, 0.000, -0.007, 0.028, 0.002, 0.038, 0.274, 0.043, 0.061, 0.435, -0.014, 0.004, -0.002, -0.001, 0.002, -0.011, -0.001, -0.001, -0.005, -0.016, 0.114, 0.006, -0.010, 0.002, 0.011, 0.000, -0.006, 0.002, 0.002, 0.005, 0.000, 0.000, 0.001, -0.002, 0.002, -0.002, 0.014]}

=====

{"formula": "C21H23N3O5S", "method": "ωB97M-V/def2-TZVPD", "homo_lumo_gap_ev": 8.69, "e_tot_ev": -47695.401, "spin_multiplicity": 1, "e_homo_ha": -0.3238, "symbols": ["C", "C", "C", "C", "C", "N", "C", "O", "C", "C", "O", "N", "C", "C", "C", "C", "C", "C", "S", "N", "O", "O", "C", "O", "C", "C", "C", "C", "C", "C", "H", "H", "H", "H", "H", "H", "H", "H", "H", "H", "H", "H", "H", "H", "H", "H", "H", "H", "H", "H", "H", "H", "H"], "coordinates": [[-5.92683, -3.48140, 0.80377], [-5.02021, -2.27094, 0.61575], [-3.56601, -2.60614, 0.94448], [-2.63296, -1.39792, 0.87996], [-2.40305, -0.91198, -0.55253], [-1.51496, 0.24064, -0.58600], [-0.17736, -0.03059, -0.79982], [0.16614, -1.20371, -0.98133], [0.73365, 1.08927, -0.83509], [2.18681, 0.88346, -0.95712], [2.97044, 1.84041, -1.09056], [2.60871, -0.39206, -0.99529], [3.92682, -0.79852, -0.79972], [4.47415, -1.77468, -1.63386], [5.78186, -2.18532, -1.46450], [6.56729, -1.63584, -0.46069], [6.01973, -0.69456, 0.39191], [4.71050, -0.28438, 0.22684], [4.09756, 0.83227, 1.48059], [4.76883, 2.27364, 0.96723], [4.73419, 0.50411, 2.72043], [2.65570, 0.88234, 1.49594], [0.26994, 2.38097, -0.65867], [1.05888, 3.43635, -0.70564], [-1.12633, 2.60699, -0.40314], [-1.60882, 3.90394, -0.18773], [-2.93726, 4.12046, 0.08069], [-3.80442, 3.03275, 0.14125], [-3.35158, 1.74974, -0.06822], [-2.00014, 1.50340, -0.35174], [-5.61259, -4.29604, 0.15524], [-5.88892, -3.83043, 1.83320], [-6.95741, -3.22997, 0.56439], [-5.35976, -1.46198, 1.26740], [-5.10115, -1.92730, -0.41735], [-3.52612, -3.01859, 1.95485], [-3.20674, -3.37680, 0.25952], [-1.66208, -1.67029, 1.29826], [-3.03977, -0.58652, 1.48780], [-1.90985, -1.70372, -1.12122], [-3.33688, -0.65499, -1.05240], [1.85023, -1.09030, -1.03691], [3.85896, -2.19612, -2.41428], [6.19346, -2.93759, -2.12065], [7.59084, -1.95255, -0.33570], [6.57596, -0.27431, 1.21372], [4.66807, 2.99958, 1.65943], [4.33712, 2.53882, 0.09015], [1.98609, 3.08448, -0.87063], [-0.90490, 4.71937, -0.23682], [-3.30795, 5.11950, 0.24787], [-4.84990, 3.19305, 0.35895], [-4.05800, 0.93998, -0.00203]], "atomic_forces_ev_per_a": [[0.021, 0.246, -0.078], [0.114, -0.303, 0.065], [-0.089, 0.393, 0.019], [-0.009, -0.179, -0.193], [-0.155, -0.390, 0.174], [0.056, -0.248, -0.081], [-0.096, 0.151, -0.104], [0.010, -0.170, 0.064], [0.191, 0.393, 0.098], [-0.321, -0.335, -0.673], [-0.009, 0.280, -0.098], [-0.469, -0.213, -0.132], [0.333, -0.012, -0.165], [-0.087, 0.158, 0.158], [-0.004, -0.010, 0.066], [-0.036, 0.050, 0.053], [0.213, -0.107, -0.001], [-0.332, 0.315, 0.232], [-0.061, 0.752, 0.322], [0.031, -0.777, -0.009], [0.318, -0.028, 0.037], [0.364, -0.195, -0.047], [0.177, -0.458, -0.149], [-0.007, -0.047, 0.061], [-0.203, 0.071, 0.056], [0.022, -0.135, -0.017], [0.010, 0.098, 0.007], [0.113, -0.034, -0.026], [-0.096, -0.103, -0.009], [0.166, 0.705, 0.009], [-0.005, -0.129, -0.050], [-0.020, -0.078, 0.102], [-0.122, -0.070, -0.004], [0.011, 0.101, -0.035], [-0.025, 0.114, -0.019], [0.019, -0.099, -0.005], [0.033, -0.125, 0.009], [0.038, 0.086, 0.008], [0.028, 0.033, 0.060], [-0.184, 0.167, 0.049], [0.063, 0.015, -0.010], [0.145, 0.202, 0.079], [-0.063, 0.011, -0.096], [0.028, -0.055, -0.060], [0.087, -0.015, 0.033], [0.186, -0.012, 0.059], [-0.040, 0.013, 0.360], [-0.080, -0.001, -0.126], [-0.172, -0.064, -0.023], [0.036, 0.083, 0.002], [-0.014, 0.093, 0.013], [-0.087, -0.017, 0.015], [-0.026, -0.120, 0.001]], "mulliken_charge": [-1.423, -0.045, -0.874, -0.127, -1.780, 0.167, 1.651, -0.894, -0.413, 0.571, -0.973, -0.028, 0.217, -0.667, -0.524, -0.691, -0.551, 0.357, 1.306, -0.602, -0.733, -0.528, 0.637, -0.702, 0.566, -0.694, -0.696, -0.856, -0.673, 0.340, 0.338, 0.349, 0.388, 0.264, 0.232, 0.390, 0.339, 0.289, 0.382, 0.504, 0.424, 0.325, 0.476, 0.386, 0.392, 0.434, 0.298, 0.384, 0.381, 0.482, 0.410, 0.426, 0.369]}

=====

{"formula": "C21H23N4O3RuS", "method": "ωB97M-V/def2-TZVPD", "homo_lumo_gap_ev": [8.60, 3.64], "total_charge": 2, "e_tot_ev": -47654.302, "spin_multiplicity": 2, "e_homo_ha": [-0.5334, -0.5291], "s_squared": 0.77, "symbols": ["Ru", "C", "C", "C", "C", "C", "C", "C", "C", "C", "C", "H", "H", "H", "H", "H", "H", "H", "H", "H", "H", "H", "H", "H", "H", "N", "C", "C", "C", "C", "C", "C", "S", "O", "O", "N", "C", "N", "C", "C", "C", "N", "H", "H", "H", "H", "H", "H", "H", "H", "H", "O", "C"], "coordinates": [[-1.40973, 0.91345, -0.46664], [-0.67052, -0.17409, 3.85302], [-0.70450, 1.24284, 3.28455], [0.68595, 1.87952, 3.26525], [-1.46899, 1.40955, 1.98861], [-2.46581, 0.47503, 1.56864], [-3.41118, 0.80298, 0.60011], [-3.36110, 2.03931, -0.10564], [-4.41696, 2.41515, -1.09978], [-2.25079, 2.85205, 0.16006], [-1.32481, 2.55184, 1.20065], [-0.16339, -0.14580, 4.81561], [-0.13236, -0.85934, 3.20486], [-1.66846, -0.57402, 4.03650], [-1.32717, 1.83982, 3.96911], [1.32751, 1.40145, 2.52476], [1.14781, 1.74990, 4.24203], [0.65801, 2.95245, 3.07569], [-2.52746, -0.49208, 2.04504], [-4.19075, 0.09157, 0.35694], [-5.23389, 2.91653, -0.57724], [-4.83038, 1.53856, -1.59599], [-4.03325, 3.10053, -1.85339], [-2.11159, 3.75824, -0.41640], [-0.53809, 3.25860, 1.41946], [3.39134, -5.95149, -1.78224], [2.84810, -4.82633, -1.33616], [3.67786, -3.81967, -0.74417], [3.10810, -2.66925, -0.28214], [1.72471, -2.49775, -0.39507], [0.88733, -3.46918, -0.97163], [1.43216, -4.62259, -1.44244], [0.97661, -0.99392, 0.28832], [-0.17887, -1.49740, 0.99094], [2.02113, -0.31142, 0.98569], [0.39827, -0.19000, -0.95329], [0.98334, 0.89275, -1.57269], [0.01806, 1.83901, -1.69277], [0.31836, 2.97071, -2.32430], [1.59504, 3.15284, -2.82401], [2.51339, 2.12923, -2.62358], [2.21186, 0.98129, -2.00256], [4.38342, -6.12218, -1.71652], [2.83305, -6.67971, -2.20112], [4.74363, -3.99053, -0.67100], [3.70020, -1.88961, 0.17754], [-0.17912, -3.29457, -1.01411], [0.82095, -5.39660, -1.88730], [-0.46151, 3.71480, -2.42345], [1.86698, 4.05715, -3.34620], [3.53160, 2.22432, -2.98001], [-2.60109, -0.61799, -2.80917], [-2.14303, -0.06594, -1.94237]], "atomic_forces_ev_per_a": [[-0.758, 1.093, -0.728], [-0.031, 0.025, 0.009], [0.025, 0.029, -0.002], [0.001, -0.007, -0.027], [0.004, -0.160, -0.005], [0.293, -0.324, 0.069], [-0.073, -0.014, -0.237], [0.106, -0.128, -0.052], [0.021, 0.016, 0.003], [-0.048, 0.079, 0.032], [0.005, 0.043, -0.002], [-0.005, 0.004, 0.018], [0.017, -0.007, -0.010], [0.002, 0.005, -0.014], [0.026, 0.012, -0.011], [-0.005, 0.004, 0.004], [0.006, -0.007, 0.009], [0.002, -0.007, 0.004], [0.033, 0.036, 0.036], [0.008, -0.003, 0.005], [0.001, -0.006, 0.000], [-0.005, 0.001, -0.002], [0.005, -0.002, 0.001], [-0.038, -0.012, 0.000], [0.023, -0.009, -0.063], [0.447, -1.034, -0.434], [-0.203, 0.727, 0.328], [0.079, -3.318, -1.556], [-2.319, 2.242, 0.699], [-0.591, 1.007, 0.141], [-0.095, 3.524, 1.727], [2.725, -2.580, -0.841], [0.405, -1.915, 0.204], [0.319, 0.138, -0.128], [0.102, 0.219, 0.025], [-0.818, 0.311, 0.336], [-0.383, 0.089, 0.071], [0.379, -0.449, 0.157], [-0.004, -0.011, -0.063], [-0.009, -0.068, 0.040], [-0.017, -0.049, 0.009], [0.257, 0.139, -0.156], [-0.157, 0.001, -0.017], [0.114, 0.091, 0.063], [0.025, -0.006, 0.000], [0.003, 0.090, 0.044], [-0.056, 0.033, 0.015], [-0.013, -0.020, -0.021], [0.015, 0.002, -0.009], [-0.004, 0.005, 0.010], [-0.001, 0.003, 0.000], [-0.170, -0.214, -0.307], [0.350, 0.380, 0.626]], "mulliken_spin": [-0.001, 0.000, 0.000, 0.000, 0.000, -0.001, 0.000, 0.000, 0.000, 0.002, -0.002, 0.000, 0.000, 0.000, 0.000, 0.000, 0.000, 0.000, 0.000, 0.000, 0.000, 0.000, 0.000, 0.000, 0.000, -0.038, -0.058, 0.323, 0.158, 0.053, 0.174, 0.325, 0.027, 0.002, 0.003, -0.001, 0.000, 0.000, 0.000, 0.000, 0.000, -0.001, 0.001, 0.001, 0.006, 0.009, 0.016, 0.002, 0.000, 0.000, 0.000, 0.000, 0.000]}

=====

Values of energy above the lowest of the compared OMol25 structures with the same formula, charge and spin, in order: 162.1; 16.5; 49.0, all in kcal/mol.
Values of largest force on an atom, in order: 1.9; 0.8; 3.9, all in eV/A.